Record 1
DFT (ωB97M-V/def2-TZVPD) results for a cluster of 3 separate species, C16H30BIN3O6 in total in a non-equilibrium geometry.

Structure (XYZ):
```
57
C16H30BIN3O6 (ωB97M-V/def2-TZVPD)
C 3.629 -5.179 2.171
C 3.991 -3.611 1.760
N 2.872 -2.951 0.984
C 1.692 -2.584 1.891
C 0.158 -2.916 1.309
C -1.060 -2.433 2.349
B -2.674 -2.636 2.007
O -3.257 -1.796 0.913
C -3.567 -3.717 2.910
C -4.891 -4.293 2.134
C -0.553 -1.697 3.763
I -2.002 -0.935 5.263
N 0.936 -1.573 3.978
O 1.273 -0.994 5.179
N 1.990 -1.930 3.195
H 4.646 -5.795 2.238
H 3.117 -5.254 3.220
H 2.941 -5.687 1.367
H 4.344 -3.030 2.713
H 4.937 -3.657 1.034
H 3.230 -2.093 0.475
H -0.054 -3.416 0.272
H -4.258 -1.873 0.899
H -2.854 -4.610 3.228
H -3.946 -3.204 3.900
H -4.754 -4.024 0.983
H -5.852 -3.739 2.564
H -4.997 -5.464 2.190
H 2.209 -1.310 5.357
O 3.469 -1.536 -1.248
C 2.727 -0.640 -1.648
O 3.190 0.305 -2.493
C 2.370 1.290 -3.148
C 2.128 2.481 -2.243
C 1.320 -0.535 -1.137
H 1.441 0.844 -3.519
H 2.928 1.619 -4.032
H 1.589 2.196 -1.336
H 1.548 3.249 -2.762
H 3.080 2.915 -1.920
H 1.329 -0.041 -0.161
H 0.912 -1.543 -1.029
H 0.646 -0.005 -1.806
O -0.431 3.550 -2.196
C -1.173 4.446 -2.597
O -0.710 5.391 -3.441
C -1.530 6.376 -4.097
C -1.772 7.567 -3.191
C -2.580 4.551 -2.086
H -2.459 5.930 -4.467
H -0.972 6.705 -4.980
H -2.311 7.282 -2.285
H -2.352 8.335 -3.711
H -0.820 8.002 -2.869
H -2.571 5.045 -1.110
H -2.988 3.543 -1.978
H -3.254 5.081 -2.755
```

Results
* charge: +1
* strongest force on any atom: 0.1162 Eh/bohr
* LUMO energy: -0.1758 hartree

Results of the Mulliken charge analysis, in e, for atoms 1 through 5: C -0.918; C -0.305; N -0.003; C -0.100; C -0.515


Record 2
DFT (ωB97M-V/def2-TZVPD) results for a cluster of 2 separate species, C16H30BrNO4P in total in a non-equilibrium geometry.

Structure (XYZ):
```
53
C16H30BrNO4P (ωB97M-V/def2-TZVPD)
C 1.669 -1.426 1.510
C 2.554 -0.530 0.644
C 2.116 0.932 0.566
C 1.868 1.649 1.924
C 2.380 3.084 1.829
N 0.419 1.597 2.239
C -0.475 2.267 1.493
C -1.811 2.185 1.750
C -2.282 1.390 2.795
C -3.754 1.246 3.084
C -4.512 0.337 2.061
C -5.742 1.082 1.494
Br -3.364 -0.330 0.641
C -1.342 0.734 3.580
C -0.008 0.857 3.269
H 1.868 -2.486 1.369
H 0.601 -1.227 1.390
H 1.887 -1.227 2.566
H 3.596 -0.654 0.942
H 2.494 -0.922 -0.376
H 1.228 0.981 -0.069
H 2.896 1.494 0.054
H 2.447 1.137 2.689
H 1.951 3.744 2.585
H 3.458 3.106 1.977
H 2.202 3.517 0.844
H -0.071 2.847 0.677
H -2.497 2.719 1.108
H -3.838 0.765 4.058
H -4.176 2.247 3.161
H -4.911 -0.519 2.594
H -6.614 0.809 2.085
H -5.584 2.158 1.524
H -5.909 0.806 0.456
H -1.607 0.104 4.417
H 0.737 0.328 3.845
C 0.935 -3.655 -5.964
O 1.750 -2.915 -5.027
P 0.982 -1.941 -3.992
O 0.380 -0.880 -4.824
O 2.337 -1.474 -3.231
C 3.644 -1.992 -3.485
O 0.132 -1.982 -2.621
C -0.446 -0.752 -2.202
H 1.599 -4.306 -6.525
H 0.199 -4.265 -5.444
H 0.436 -2.970 -6.646
H 4.075 -1.506 -4.360
H 3.635 -3.069 -3.625
H 4.261 -1.759 -2.618
H -1.307 -0.494 -2.816
H 0.291 0.051 -2.226
H -0.782 -0.893 -1.171
```

Results
* charge: +1
* strongest force on any atom: 0.1071 Eh/bohr
* LUMO energy: -0.1406 hartree

Results of the Mulliken charge analysis, in e, for atoms 1 through 5: C -1.096; C -0.210; C -0.399; C 0.022; C -1.671


Record 3
DFT (ωB97M-V/def2-TZVPD) results for a structure of composition C16H30CuINO4P in a non-equilibrium geometry.

Structure (XYZ):
```
54
C16H30CuINO4P (ωB97M-V/def2-TZVPD)
C -1.605 -3.819 4.895
C -2.855 -3.751 4.067
O -3.657 -4.589 3.914
O -3.022 -2.500 3.412
C -3.525 -2.622 2.035
C -3.348 -1.281 1.323
C -2.941 -1.425 -0.150
C -2.202 -0.189 -0.719
C -0.876 -0.499 -1.449
C 0.353 0.369 -1.067
P 0.842 0.311 0.701
O -0.086 1.296 1.539
I 0.483 -1.963 1.573
C 1.585 -0.156 -1.832
C 2.855 0.668 -1.489
C 3.672 -0.134 -0.465
C 3.796 0.927 -2.689
N 2.363 1.931 -0.857
O 2.146 1.840 0.422
C 1.293 2.746 -1.502
C 1.061 4.003 -0.653
C 1.652 3.194 -2.920
C 0.044 1.843 -1.408
H -1.752 -4.549 5.689
H -1.332 -2.860 5.347
H -0.777 -4.166 4.269
H -4.575 -2.902 2.096
H -2.981 -3.438 1.554
H -4.293 -0.738 1.397
H -2.616 -0.659 1.871
H -3.849 -1.593 -0.731
H -2.325 -2.322 -0.271
H -2.067 0.569 0.058
H -2.866 0.276 -1.451
H -0.611 -1.555 -1.352
H -0.987 -0.317 -2.521
H 0.381 1.787 2.236
H 1.310 -0.188 -2.889
H 1.811 -1.186 -1.538
H 3.101 -0.470 0.401
H 4.536 0.433 -0.117
H 4.040 -1.024 -0.978
H 3.971 1.985 -2.843
H 4.770 0.478 -2.503
H 3.401 0.508 -3.614
H 0.622 3.765 0.314
H 1.997 4.535 -0.483
H 0.367 4.652 -1.185
H 2.695 3.501 -2.963
H 1.056 4.065 -3.187
H 1.513 2.410 -3.666
H -0.498 1.822 -2.357
H -0.640 2.274 -0.677
Cu -1.433 -1.295 3.416
```

Results
* spin multiplicity: 3
* charge: +2
* strongest force on any atom: 0.0353 Eh/bohr
* LUMO energy (spin up / spin down): -0.2467 / -0.3296 hartree

Results of the Mulliken charge analysis, in e, for atoms 1 through 5: C -1.059; C 0.770; O -0.409; O -0.325; C -0.560


Record 4
DFT (ωB97M-V/def2-TZVPD) results for a structure of composition C16H30GeN2O2Pt.

Structure (XYZ):
```
52
C16H30GeN2O2Pt (ωB97M-V/def2-TZVPD)
Pt 0.521 0.177 0.201
N 2.730 0.740 -0.058
C 2.923 2.036 0.620
C 1.712 2.940 0.422
O 1.851 4.133 0.613
O 0.607 2.337 0.125
H 3.430 0.069 0.235
H 2.833 0.855 -1.060
H 3.812 2.572 0.293
H 3.011 1.847 1.691
C -0.144 0.515 5.116
C 0.456 -0.626 4.606
C 0.732 -0.681 3.253
N 0.443 0.327 2.428
C -0.137 1.430 2.914
C -0.443 1.560 4.258
H -0.378 0.586 6.171
H 0.704 -1.466 5.241
H 1.188 -1.554 2.802
H -0.340 2.214 2.194
H -0.910 2.467 4.615
C -1.246 -0.846 -0.005
H -1.934 -0.698 0.829
H -1.741 -0.533 -0.928
C -2.436 -7.329 0.158
C -2.242 -5.817 0.182
C -2.041 -5.233 -1.213
C -1.995 -3.700 -1.268
Ge -0.736 -2.746 -0.094
C 1.087 -2.998 -0.815
C 1.538 -4.455 -0.974
C 1.741 -5.181 0.352
C 2.012 -6.670 0.171
H -2.565 -7.736 1.163
H -1.571 -7.824 -0.294
H -3.316 -7.600 -0.430
H -1.380 -5.570 0.808
H -3.107 -5.337 0.652
H -2.856 -5.583 -1.856
H -1.125 -5.652 -1.639
H -2.984 -3.288 -1.044
H -1.751 -3.370 -2.282
H -0.777 -3.290 1.355
H 1.787 -2.453 -0.173
H 1.099 -2.489 -1.784
H 2.472 -4.493 -1.544
H 0.804 -5.008 -1.568
H 0.857 -5.045 0.982
H 2.576 -4.716 0.888
H 1.159 -7.163 -0.304
H 2.194 -7.166 1.125
H 2.886 -6.836 -0.465
```

Results
* spin multiplicity: 3
* relative energy (zero: lowest compared OMol25 entry of this formula, charge and spin): 0.00 kJ/mol
* charge: 0
* strongest force on any atom: 0.0093 Eh/bohr
* LUMO energy (spin up / spin down): 0.0067 / -0.0179 hartree

Results of the Mulliken charge analysis, in e, for atoms 1 through 5: Pt 0.918; N -0.672; C -0.382; C 0.599; O -0.689


Record 5
DFT (ωB97M-V/def2-TZVPD) results for a cluster of 2 separate species, C16H30N2O11Si in total in a non-equilibrium geometry.

Structure (XYZ):
```
60
C16H30N2O11Si (ωB97M-V/def2-TZVPD)
C -1.055 -6.549 -3.079
C -1.229 -5.030 -2.822
O -0.043 -4.321 -3.109
C -0.082 -3.606 -4.328
C 0.921 -2.480 -4.305
O 0.403 -1.423 -3.534
C 1.394 -0.546 -3.012
Si 0.765 0.032 -1.322
O -0.125 1.383 -1.599
C -1.063 1.742 -0.566
C -0.690 3.093 0.123
C 0.437 3.799 -0.612
O -1.822 3.940 0.053
O -0.258 -1.183 -0.727
N 0.385 -2.236 -0.050
O 1.044 -2.898 -0.752
N 2.113 0.470 -0.238
C 1.703 0.859 1.094
C 2.525 1.973 1.705
O 0.833 0.359 1.699
C 3.145 -0.528 -0.160
C 3.289 -1.407 1.067
O 3.912 -0.651 -1.020
H -1.854 -6.881 -3.734
H -1.158 -7.094 -2.149
H -0.080 -6.739 -3.505
H -2.096 -4.648 -3.357
H -1.433 -4.900 -1.761
H -1.064 -3.159 -4.487
H 0.183 -4.296 -5.134
H 1.039 -2.146 -5.339
H 1.855 -2.887 -3.916
H 1.484 0.339 -3.647
H 2.367 -1.031 -2.952
H -2.031 1.876 -1.030
H -1.180 0.968 0.194
H -0.415 2.891 1.159
H 1.363 3.242 -0.569
H 0.113 3.932 -1.638
H 0.534 4.792 -0.180
H -2.345 3.771 0.845
H 2.019 2.929 1.636
H 3.453 2.063 1.144
H 2.808 1.713 2.716
H 2.344 -1.661 1.534
H 3.851 -2.285 0.792
H 3.869 -0.853 1.806
C -2.130 1.069 4.085
C -1.838 2.541 4.254
C -2.499 3.174 5.455
O -2.683 4.530 5.029
C -2.761 4.526 3.674
O -3.096 5.449 3.009
O -2.402 3.308 3.176
H -3.179 0.910 3.835
H -1.540 0.655 3.266
H -1.890 0.517 4.995
H -0.758 2.712 4.262
H -1.877 3.136 6.346
H -3.478 2.744 5.682
```

Results
* charge: 0
* structure (SMILES): CCOCCOC[Si@@](OC[C@@H](C)O)(ON=O)N(C(C)=O)C(C)=O.C[C@@H]1COC(=O)O1
* strongest force on any atom: 0.0858 Eh/bohr
* LUMO energy: -0.0015 hartree

Results of the Mulliken charge analysis, in e, for atoms 1 through 5: C -1.114; C -0.270; O -0.281; C -0.672; C -0.508


Record 6
DFT (ωB97M-V/def2-TZVPD) results for a structure of composition C16H30N7O7OsS in a non-equilibrium geometry.

Structure (XYZ):
```
62
C16H30N7O7OsS (ωB97M-V/def2-TZVPD)
Os -0.141 1.037 1.016
C -2.842 4.064 2.066
C -1.992 3.110 1.311
N -1.654 1.913 1.812
O -2.117 1.474 2.902
C -1.445 3.348 0.021
C -1.736 4.538 -0.825
N -0.649 2.358 -0.395
O -0.115 2.290 -1.527
H -3.281 3.555 2.923
H -3.624 4.486 1.438
H -2.232 4.891 2.434
H -1.141 0.726 4.120
H -1.593 5.456 -0.261
H -2.771 4.520 -1.167
H -1.074 4.533 -1.687
O 1.664 -0.921 3.972
S 0.678 -0.082 3.402
O -0.339 0.313 4.504
O 1.201 1.162 2.803
O -0.119 -0.734 2.312
O 1.679 0.368 0.017
C 2.511 -0.399 -0.463
C 3.661 0.080 -1.292
C 4.937 -0.444 -0.591
C 4.823 -0.550 0.945
C 4.263 -1.880 1.478
C 2.763 -2.069 1.208
N 2.518 -1.738 -0.193
H 3.643 1.168 -1.320
H 3.596 -0.287 -2.316
H 5.754 0.234 -0.833
H 5.216 -1.421 -0.993
H 4.229 0.276 1.341
H 5.829 -0.452 1.354
H 4.410 -1.918 2.558
H 4.826 -2.706 1.030
H 2.173 -1.396 1.832
H 2.456 -3.097 1.406
H 3.156 -2.259 -0.789
C -0.579 -0.931 -1.752
N -1.177 -1.901 -2.649
C -1.562 -3.080 -1.883
N -2.519 -2.699 -0.855
C -1.928 -1.729 0.046
N -1.522 -0.519 -0.695
C -2.720 0.037 -1.356
N -3.321 -0.937 -2.244
C -2.363 -1.324 -3.271
C -3.698 -2.123 -1.485
H -0.276 -0.043 -2.312
H 0.296 -1.383 -1.286
H -0.673 -3.513 -1.419
H -2.020 -3.815 -2.549
H -1.052 -2.153 0.541
H -2.658 -1.451 0.810
H -2.430 0.918 -1.934
H -3.449 0.322 -0.594
H -2.074 -0.448 -3.856
H -2.824 -2.061 -3.933
H -4.144 -2.859 -2.157
H -4.427 -1.851 -0.719
```

Results
* spin multiplicity: 5
* relative energy (zero: lowest compared OMol25 entry of this formula, charge and spin): 0.00 kJ/mol
* charge: +1
* strongest force on any atom: 0.0577 Eh/bohr
* LUMO energy (spin up / spin down): -0.1544 / -0.2191 hartree

Results of the Mulliken charge analysis, in e, for atoms 1 through 5: Os 2.085; C -1.608; C 0.399; N 0.788; O -0.837


Record 7
DFT (ωB97M-V/def2-TZVPD) results for a structure of composition C16H31AsN2O14P2ScSi3.

Structure (XYZ):
```
70
C16H31AsN2O14P2ScSi3 (ωB97M-V/def2-TZVPD)
Sc -1.800 1.771 0.499
O -1.082 2.728 2.573
P -1.418 4.222 1.890
O -0.804 5.342 2.588
O -1.081 3.800 0.475
O -3.036 4.256 2.039
P -4.065 3.158 1.410
O -3.511 1.878 2.268
O -5.457 3.520 1.622
O -3.517 2.796 0.024
H -1.649 2.517 3.328
H -3.994 1.008 2.164
O -4.012 -0.693 2.032
C -3.152 -0.934 1.188
O -2.656 -0.043 0.388
C -2.625 -2.315 0.969
C -3.462 -3.432 1.054
C -2.978 -4.657 0.651
C -1.686 -4.853 0.151
C -0.858 -3.754 0.113
C -1.321 -2.503 0.555
O -0.400 -1.522 0.487
N 0.455 -3.626 -0.313
O 0.882 -4.631 -1.198
O 2.415 -5.258 0.924
N -3.874 -5.817 0.718
O -3.446 -6.887 0.325
O -5.005 -5.646 1.131
H -4.480 -3.325 1.394
H -1.366 -5.822 -0.200
C 2.192 0.924 2.522
Si 2.351 1.887 0.915
C 4.056 1.604 0.163
C 2.274 3.709 1.334
As 0.717 1.019 -0.520
Si 0.779 -1.834 -0.726
C 2.619 -1.799 -0.459
C 0.137 -1.741 -2.472
C 1.731 -4.486 1.561
Si 0.922 2.278 -2.471
C -0.726 2.124 -3.363
C 2.293 1.607 -3.571
C 1.258 4.093 -2.152
H 3.008 1.179 3.204
H 2.201 -0.156 2.365
H 1.252 1.186 3.011
H 4.824 1.975 0.848
H 4.155 2.157 -0.775
H 4.261 0.553 -0.043
H 3.145 3.933 1.960
H 1.385 4.003 1.889
H 2.332 4.339 0.446
H 3.086 -1.117 -1.170
H 3.030 -2.804 -0.591
H 2.872 -1.451 0.544
H 0.615 -0.951 -3.054
H -0.937 -1.538 -2.446
H 0.291 -2.702 -2.969
H 2.088 -3.477 1.821
H 1.527 -5.146 -0.683
H 0.738 -4.769 1.945
H -1.034 1.081 -3.468
H -0.686 2.568 -4.361
H -1.503 2.652 -2.802
H 2.132 0.559 -3.836
H 3.259 1.677 -3.065
H 2.356 2.184 -4.499
H 0.582 4.482 -1.389
H 1.114 4.668 -3.072
H 2.285 4.253 -1.817
```

Results
* relative energy (zero: lowest compared OMol25 entry of this formula, charge and spin): 0.00 kJ/mol
* charge: -1
* strongest force on any atom: 0.0079 Eh/bohr
* LUMO energy: 0.0626 hartree

Results of the Mulliken charge analysis, in e, for atoms 1 through 5: Sc 0.581; O -0.393; P 0.935; O -0.779; O -0.211


Record 8
DFT (ωB97M-V/def2-TZVPD) results for a structure of composition C16H31AsNO4PdSi3.

Structure (XYZ):
```
57
C16H31AsNO4PdSi3 (ωB97M-V/def2-TZVPD)
Pd -0.343 -0.199 -0.815
O -2.191 -2.134 -4.480
C -1.649 -1.697 -3.353
O -1.301 -0.550 -3.171
C -1.498 -2.749 -2.308
C -1.853 -4.071 -2.495
C -1.654 -4.957 -1.441
C -1.115 -4.488 -0.259
C -0.791 -3.139 -0.156
N -0.981 -2.294 -1.163
C -0.198 -2.564 1.124
O 0.058 -3.309 2.048
O -0.021 -1.289 1.095
H -2.250 -1.392 -5.102
H -2.271 -4.393 -3.437
H -1.918 -6.000 -1.551
H -0.934 -5.123 0.596
C -2.050 2.193 -1.851
Si -0.202 2.134 -1.559
C 0.326 3.831 -0.973
C 0.912 1.664 -2.986
As 0.676 1.300 0.817
Si -1.080 1.249 2.509
C -1.313 3.064 2.871
C -2.637 0.521 1.795
C -0.364 0.344 3.957
Si 2.777 0.072 0.891
C 2.869 -0.646 2.595
C 2.855 -1.186 -0.476
C 4.037 1.415 0.605
H -2.224 2.622 -2.842
H -2.504 2.854 -1.111
H -2.560 1.232 -1.817
H 0.114 4.531 -1.788
H 1.392 3.894 -0.751
H -0.229 4.167 -0.097
H 0.608 2.238 -3.865
H 0.899 0.611 -3.262
H 1.937 1.948 -2.738
H -1.841 3.576 2.064
H -0.361 3.573 3.034
H -1.907 3.184 3.781
H -3.240 1.298 1.323
H -3.217 0.098 2.621
H -2.458 -0.280 1.083
H 0.553 0.823 4.304
H -0.158 -0.701 3.729
H -1.089 0.393 4.775
H 2.118 -1.419 2.753
H 2.747 0.126 3.357
H 3.862 -1.085 2.727
H 1.994 -1.850 -0.515
H 3.741 -1.802 -0.289
H 2.984 -0.705 -1.448
H 3.879 2.266 1.268
H 4.020 1.775 -0.425
H 5.040 1.026 0.801
```

Results
* spin multiplicity: 3
* relative energy (zero: lowest compared OMol25 entry of this formula, charge and spin): 49.62 kJ/mol
* charge: +1
* strongest force on any atom: 0.0149 Eh/bohr
* LUMO energy (spin up / spin down): -0.1217 / -0.1738 hartree

Results of the Mulliken charge analysis, in e, for atoms 1 through 5: Pd 0.010; O -0.453; C -0.015; O -0.440; C 0.406